A molecular structure, C36H33N5OP2S3V. Source: OMol25; level of theory: ωB97M-V/def2-TZVPD.

Positions of all 81 atoms, in Å:
V: 0.2728 -1.2801 -0.2642
S: -2.0770 -0.8182 -0.1553
P: -1.2294 0.7001 -1.1570
C: 0.4200 0.3622 -1.5571
P: 1.6840 0.8391 -0.4930
S: 2.7031 -0.8498 -0.0906
C: 1.3050 1.7464 1.0594
C: 1.8040 3.0080 1.3639
C: 1.3626 3.6590 2.5026
C: 0.4341 3.0627 3.3403
C: -0.0626 1.8040 3.0391
C: 0.3622 1.1579 1.8962
C: 2.8883 1.9414 -1.2973
C: 4.1728 2.0296 -0.7712
C: 5.0950 2.8759 -1.3534
C: 4.7358 3.6331 -2.4589
C: 3.4633 3.5258 -2.9970
C: 2.5387 2.6706 -2.4235
C: -1.6259 2.2791 -0.3331
C: -1.1790 3.4511 -0.9333
C: -1.3924 4.6623 -0.3083
C: -2.0495 4.7038 0.9120
C: -2.5138 3.5396 1.4983
C: -2.3041 2.3213 0.8779
C: -2.1185 0.8424 -2.7324
C: -3.4609 1.2023 -2.7311
C: -4.1423 1.2878 -3.9303
C: -3.4897 1.0010 -5.1205
C: -2.1610 0.6113 -5.1116
C: -1.4714 0.5225 -3.9165
H: 2.5247 3.4793 0.7118
H: 1.7482 4.6405 2.7363
H: 0.0861 3.5849 4.2203
H: -0.7931 1.3327 3.6813
H: -0.0441 0.1833 1.6143
H: 4.4297 1.4257 0.0916
H: 6.0954 2.9489 -0.9517
H: 5.4526 4.3115 -2.8992
H: 3.1978 4.1132 -3.8647
H: 1.5410 2.5588 -2.8328
H: -0.6817 3.4044 -1.8947
H: -1.0512 5.5794 -0.7670
H: -2.2110 5.6516 1.4020
H: -3.0389 3.5808 2.4414
H: -2.6728 1.3983 1.3073
H: -3.9542 1.4042 -1.7867
H: -5.1840 1.5732 -3.9427
H: -4.0197 1.0836 -6.0593
H: -1.6615 0.3721 -6.0388
H: -0.4404 0.1950 -3.8776
C: 0.7379 -6.6919 -0.9840
N: 0.4896 -5.3068 -1.2740
C: 0.0413 -4.8071 -2.5484
C: -0.0763 -3.2953 -2.2598
O: -0.4294 -2.4398 -3.0281
N: 0.3096 -3.0950 -0.9655
C: 0.6537 -4.2610 -0.4328
N: 1.0679 -4.3772 0.8315
H: 0.2786 -7.2939 -1.7651
H: 0.2934 -6.9670 -0.0249
H: 1.8099 -6.9123 -0.9586
H: -0.9269 -5.2228 -2.8412
H: 0.7704 -5.0027 -3.3413
H: 1.1372 -3.5071 1.3687
H: 1.5571 -5.2008 1.1330
N: 2.6863 -0.9404 3.0679
C: 1.4565 -1.3910 3.3328
N: 0.6886 -2.0137 2.4953
C: -0.5101 -2.3690 3.0698
C: -1.5479 -3.0303 2.4231
C: -2.7057 -3.3043 3.1245
C: -2.8368 -2.9398 4.4607
C: -1.8062 -2.3025 5.1298
C: -0.6521 -2.0175 4.4259
S: 0.7905 -1.1957 4.9723
H: 2.9349 -0.8575 2.0750
H: 3.1129 -0.2988 3.7142
H: -1.4384 -3.2857 1.3772
H: -3.5216 -3.8041 2.6240
H: -3.7558 -3.1522 4.9853
H: -1.8981 -2.0271 6.1689

Output
HOMO (alpha / beta) ... -0.2191 / -0.1970 Eh
Multiplicity ... 2
Energy relative to the best compared isomer or geometry (same formula, charge and spin) ... 18.0 kcal/mol
Electronic energy ... -4562.02122 Ha